(A)
Formula: C3H6O2S2
Source: OMol25
Level of theory: wB97M-V/def2-TZVPD

Last column: natural (NBO) charge in e.
Element x y z (Å)
C -0.71894 0.99402 0.97045  -0.50
C 0.81483 -0.62209 -0.26845  -0.62
C -0.44020 0.22233 -0.44609  -0.42
O -2.62252 0.54019 2.92150  -0.88
O -3.15020 0.08610 0.55505  -0.90
S -1.66581 2.70194 1.01064  -0.06
S -2.41021 0.80992 1.54063  2.02
H 0.03843 1.04523 1.68186  0.23
H 1.09020 -0.84203 -1.30787  0.22
H 0.70738 -1.56027 0.20194  0.22
H 1.53345 -0.11093 0.29300  0.21
H -1.48445 -0.25556 -0.58517  0.26
H -0.37580 1.04638 -1.18496  0.22

E_HOMO ... -10.042 eV
SMILES ... CC[C@H]1SS1(=O)=O
Total charge ... 0
Gap between HOMO and LUMO ... 0.354 hartree


(B)
Formula: C3H6O2S2
Source: OMol25
Level of theory: wB97M-V/def2-TZVPD

Last column: natural (NBO) charge in e.
Element x y z (Å)
C 0.81083 -1.05076 0.80892  -0.56
C -0.57985 -0.40171 0.75046  -0.32
C -1.71428 -1.12974 -0.00247  0.41
O -0.03551 1.21595 -1.23609  -0.96
O -2.78022 -0.62270 -0.11070  -0.52
S -0.25181 -1.75045 2.08676  0.12
S -1.20794 1.21322 1.21950  0.03
H 1.09204 -1.72924 -0.03733  0.24
H 1.55540 -0.43047 1.43275  0.27
H -1.36931 -2.17470 -0.21476  0.14
H 0.65069 0.53311 -1.18233  0.47
H 0.23540 1.99317 -1.75417  0.49
H -2.45361 0.73949 0.94733  0.19

E_HOMO ... -8.467 eV
SMILES ... O=C[C@]1(S)CS1.O
Total charge ... 0
Gap between HOMO and LUMO ... 0.324 hartree


(C)
Formula: C3H6O2S2
Source: OMol25
Level of theory: wB97M-V/def2-TZVPD

Last column: natural (NBO) charge in e.
Element x y z (Å)
C -0.30703 -0.99722 1.93347  -0.13
C -0.01128 0.21910 1.23757  0.29
C -0.58098 0.91173 0.13396  -0.18
O -0.35023 0.33089 2.52367  -0.41
O -0.45481 0.17708 -1.08738  -0.72
S -1.87550 -1.75903 1.67343  0.03
S 2.65659 -0.24246 -1.18681  -0.20
H 0.42324 -1.75183 2.06742  0.21
H -0.26013 1.96860 0.04563  0.20
H -1.64876 0.90497 0.12228  0.22
H 0.39355 0.20291 -1.47312  0.48
H -1.32271 -2.77782 1.24230  0.10
H 2.46775 -1.43968 -0.60926  0.10

E_HOMO (spin up / spin down) ... -9.592 / -8.041 eV
Total charge ... 0
Gap between HOMO and LUMO (spin up / spin down) ... 0.345 / 0.197 hartree


Pick the least stable structure from those above. Pick: (C)